A 2-piece molecular cluster, C30H35N2O3 overall, computed with ωB97M-V/def2-TZVPD.

Last column: natural (NBO) charge in e.
Positions of all 70 atoms, in Å:
C1 -1.205 -3.539 3.389  -0.265
O1 -0.170 -3.665 2.444  -0.440
C2 0.594 -2.508 2.251  0.444
C3 1.633 -2.559 1.307  -0.273
C4 2.424 -1.471 1.055  -0.077
C5 2.213 -0.256 1.750  -0.178
C6 3.004 0.871 1.532  0.425
O2 2.821 2.053 2.180  -0.420
C7 3.797 3.008 1.835  -0.272
C8 1.167 -0.209 2.699  -0.065
C9 0.382 -1.304 2.938  -0.318
H1 -1.732 -4.491 3.453  0.227
H2 -0.790 -3.298 4.368  0.188
H3 -1.907 -2.767 3.073  0.188
H4 1.791 -3.482 0.782  0.257
H5 3.208 -1.529 0.320  0.243
H6 3.812 0.818 0.820  0.206
H7 3.596 3.931 2.383  0.233
H8 4.784 2.634 2.113  0.202
H9 3.751 3.206 0.764  0.200
H10 1.002 0.709 3.236  0.242
H11 -0.406 -1.238 3.664  0.248
C10 -0.665 7.037 -0.533  -0.417
N1 0.467 6.230 -0.944  -0.456
C11 1.724 6.790 -0.979  0.688
O3 2.039 7.918 -0.663  -0.601
C12 2.658 5.735 -1.528  -0.110
C13 3.534 6.313 -2.636  -0.430
C14 4.467 5.313 -3.241  -0.035
C15 5.601 4.905 -2.556  -0.182
C16 6.441 3.950 -3.092  -0.229
C17 6.152 3.382 -4.316  -0.216
C18 5.022 3.775 -5.003  -0.197
C19 4.184 4.732 -4.468  -0.199
N2 1.802 4.602 -1.989  -0.460
C20 2.372 3.363 -2.254  0.046
C21 1.764 2.341 -2.893  -0.303
C22 2.344 1.036 -3.108  -0.056
C23 1.645 0.079 -3.852  -0.199
C24 2.149 -1.190 -4.022  -0.196
C25 3.362 -1.537 -3.458  -0.233
C26 4.074 -0.602 -2.732  -0.234
C27 3.578 0.670 -2.560  -0.180
C28 0.411 4.814 -1.427  0.346
C29 0.193 3.889 -0.235  -0.642
C30 -0.680 4.657 -2.481  -0.634
H12 -0.290 7.966 -0.105  0.254
H13 -1.292 7.275 -1.391  0.203
H14 -1.256 6.512 0.214  0.197
H15 3.283 5.358 -0.707  0.184
H16 2.879 6.721 -3.410  0.224
H17 4.104 7.160 -2.239  0.246
H18 5.823 5.343 -1.597  0.198
H19 7.328 3.651 -2.556  0.213
H20 6.808 2.636 -4.736  0.219
H21 4.792 3.334 -5.960  0.220
H22 3.293 5.025 -4.997  0.215
H23 3.396 3.250 -1.952  0.194
H24 0.793 2.509 -3.314  0.206
H25 0.695 0.342 -4.286  0.212
H26 1.593 -1.918 -4.589  0.220
H27 3.750 -2.535 -3.583  0.218
H28 5.022 -0.872 -2.297  0.209
H29 4.141 1.383 -1.985  0.185
H30 0.991 4.029 0.493  0.201
H31 -0.753 4.109 0.259  0.221
H32 0.194 2.842 -0.538  0.223
H33 -0.471 5.285 -3.345  0.232
H34 -0.775 3.628 -2.822  0.219
H35 -1.646 4.953 -2.072  0.221

Output
orbital gap: 4.342 eV
net charge: +1
energy above the lowest of the compared OMol25 structures with the same formula, charge and spin: 18.1 kJ/mol


A 4-piece molecular cluster, C30H36BBr2ClN4O2S overall, computed with ωB97M-V/def2-TZVPD.

Last column: Löwdin charge in e.
Positions of all 77 atoms, in Å:
C1 4.249 -1.009 0.355  0.024
C2 3.131 -1.487 -0.236  -0.161
N1 2.372 -0.779 -1.227  -0.040
C3 1.168 -0.175 -0.735  -0.215
C4 0.033 -0.964 -0.599  0.006
C5 -1.147 -0.427 -0.121  -0.049
C6 -1.239 0.918 0.234  -0.306
C7 -2.510 1.493 0.707  -0.665
Br1 -4.024 1.105 -0.382  0.795
C8 -2.720 2.224 1.799  -0.747
C9 -4.036 2.802 2.224  -0.173
Br2 -1.289 2.594 2.988  0.794
C10 -0.103 1.710 0.099  -0.086
C11 1.085 1.161 -0.363  -0.416
S1 2.516 2.192 -0.467  1.077
C12 3.337 1.442 -1.844  -0.374
C13 4.131 2.246 -2.674  -0.230
C14 4.242 3.728 -2.411  -0.068
B1 4.827 4.572 -3.612  -0.635
O1 4.202 4.594 -4.837  0.165
O2 5.985 5.327 -3.430  0.141
C15 4.796 1.621 -3.722  -0.020
C16 4.659 0.259 -3.938  -0.089
C17 3.850 -0.506 -3.123  -0.587
Cl1 3.682 -2.196 -3.444  0.718
C18 3.171 0.075 -2.049  -0.261
H1 4.265 -0.026 0.809  0.059
H2 5.142 -1.621 0.368  0.067
H3 2.738 -2.469 0.014  0.076
H4 0.060 -2.010 -0.869  0.124
H5 -2.016 -1.063 -0.025  0.100
H6 -4.636 2.041 2.721  0.082
H7 -3.862 3.595 2.947  0.053
H8 -4.560 3.248 1.384  0.057
H9 -0.128 2.760 0.350  0.093
H10 4.754 3.936 -1.471  0.112
H11 3.213 4.082 -2.270  0.099
H12 4.029 5.510 -5.079  0.111
H13 5.843 6.081 -2.851  0.102
H14 5.440 2.194 -4.374  0.118
H15 5.183 -0.200 -4.763  0.107
C19 1.182 -3.024 3.025  -0.117
C20 2.429 -3.462 3.781  -0.245
C21 3.720 -3.187 3.002  -0.181
C22 3.736 -3.910 1.730  -0.258
N2 3.747 -4.483 0.738  0.168
H16 1.071 -3.578 2.090  0.074
H17 0.293 -3.209 3.622  0.043
H18 1.218 -1.961 2.794  0.056
H19 2.363 -4.528 4.010  0.111
H20 2.477 -2.933 4.735  0.108
H21 4.590 -3.498 3.581  0.119
H22 3.820 -2.121 2.790  0.104
C23 -3.562 -0.240 5.495  -0.104
C24 -3.233 -1.641 4.991  -0.252
C25 -1.826 -2.103 5.391  -0.182
C26 -0.810 -1.210 4.839  -0.244
N3 -0.035 -0.479 4.415  0.172
H23 -2.889 0.504 5.066  0.050
H24 -4.579 0.036 5.215  0.072
H25 -3.485 -0.184 6.582  0.078
H26 -3.327 -1.666 3.904  0.111
H27 -3.958 -2.352 5.390  0.108
H28 -1.638 -3.112 5.022  0.110
H29 -1.719 -2.118 6.477  0.123
C27 -4.649 -1.035 -4.538  -0.109
C28 -5.973 -0.760 -5.242  -0.262
C29 -6.697 0.472 -4.684  -0.190
C30 -7.010 0.304 -3.266  -0.244
N4 -7.238 0.173 -2.150  0.149
H30 -4.800 -1.252 -3.479  0.067
H31 -4.153 -1.898 -4.982  0.073
H32 -3.975 -0.181 -4.618  0.078
H33 -6.622 -1.633 -5.151  0.111
H34 -5.794 -0.605 -6.307  0.107
H35 -7.629 0.646 -5.222  0.116
H36 -6.074 1.361 -4.796  0.120

Output
orbital gap: 8.166 eV
SMILES string: C=CN1c2ccc(/C(Br)=C(/C)Br)cc2Sc2c(CB(O)O)ccc(Cl)c21.CCCC#N.CCCC#N.CCCC#N


no.,largest force on an atom (eV/Å),energy (eV),LUMO level (eV)
1,4.1,-40793.2469,-5.36
2,2.1,-205868.5011,0.24